# 1
{"formula": "CH5N3O2", "method": "ωB97M-V/def2-TZVPD", "elements": ["O", "O", "N", "N", "N", "C", "H", "H", "H", "H", "H"], "positions_angstrom": [[1.86367, -0.02295, 0.22743], [-1.18281, 1.57770, -0.51080], [-0.17032, 0.67342, -0.79077], [0.86783, -1.18590, 0.15193], [-1.37956, -0.61004, 0.63588], [-0.33197, -0.46880, 0.01160], [2.90005, -0.81565, -0.13547], [-1.73537, 0.85141, 0.08532], [0.82637, 0.99483, -0.40614], [-1.47304, -1.30632, 1.55126], [0.80136, -1.49175, 1.12316]], "forces_ev_per_angstrom": [[5.052, -6.420, -1.206], [-1.545, -1.972, 1.323], [2.531, -0.189, 0.749], [0.748, 1.632, 0.654], [-3.698, -2.716, 4.590], [2.463, 1.463, -1.455], [-4.259, 3.931, 1.571], [0.316, 2.384, -0.907], [-2.706, -0.019, -1.585], [0.610, 2.180, -3.656], [0.486, -0.275, -0.078]], "de_lowest_kj_mol": 561.6, "lumo_energy_ev": -0.53, "homo_lumo_gap_ha": 0.302, "energy_ev": -9676.6493}



# 2
{"formula": "C31H36N2O7S", "method": "ωB97M-V/def2-TZVPD", "elements": ["S", "O", "O", "O", "O", "O", "O", "O", "N", "N", "C", "C", "C", "C", "C", "C", "C", "C", "C", "C", "C", "C", "C", "C", "C", "C", "C", "C", "C", "C", "C", "C", "C", "C", "C", "C", "C", "C", "C", "C", "C", "H", "H", "H", "H", "H", "H", "H", "H", "H", "H", "H", "H", "H", "H", "H", "H", "H", "H", "H", "H", "H", "H", "H", "H", "H", "H", "H", "H", "H", "H", "H", "H", "H", "H", "H", "H"], "positions_angstrom": [[1.69315, 0.77105, -1.32826], [2.24130, 0.02765, -0.03744], [2.12409, 3.40515, 1.03459], [0.52284, 0.13264, -1.81339], [2.89095, 4.00059, 2.95918], [1.23038, 2.08903, -0.57853], [-0.71217, 3.73507, 0.68764], [2.79682, 1.01014, -2.18777], [3.18203, 3.35984, 2.04703], [-2.12898, 2.13750, 1.49468], [-6.20082, -2.03701, 2.43354], [-0.49074, 1.16907, -7.33967], [-0.26538, 1.06453, -4.94811], [2.68564, 1.02109, 0.92746], [1.64544, 0.67138, -6.35361], [-1.35841, -4.06182, -2.79303], [-1.47706, -4.78644, -5.08135], [-1.71504, -5.01859, -3.73373], [2.88302, 0.31790, 2.25935], [4.60856, 2.46158, 5.44138], [-0.52848, -2.64043, -4.54581], [0.36341, 1.83440, 1.63751], [-0.88624, -3.59700, -5.48627], [-4.21590, -2.25242, 1.09163], [-4.97903, -2.72888, 0.03474], [-2.70146, 1.56920, 0.25615], [5.91530, 0.78737, 7.23126], [-0.76225, -2.87395, -3.19630], [4.55396, 0.63529, 7.00742], [0.85770, 0.86990, -7.47966], [-0.84690, 2.67829, 1.23490], [1.08430, 0.76539, -5.08711], [-6.35304, -2.86354, 0.17994], [5.97047, 2.61143, 5.66550], [-1.05187, 1.26873, -6.07369], [3.90216, 1.47177, 6.11184], [1.60106, 2.12188, 0.80435], [6.62366, 1.77371, 6.55876], [-4.82669, -1.90758, 2.28993], [-2.18481, 1.18680, 2.59622], [-6.96348, -2.51770, 1.37792], [-6.94882, -3.23838, -0.64223], [4.00149, -0.13365, 7.53197], [-6.67715, -1.76291, 3.36606], [0.14659, 0.76590, 1.56839], [-0.70055, 1.13350, -3.95946], [0.60225, 2.04414, 2.68425], [7.68587, 1.88953, 6.73119], [-0.06793, -1.71505, -4.86528], [3.94608, 0.22172, 2.47160], [-1.80898, 0.18745, 2.33518], [-2.17691, -5.94519, -3.41671], [3.63193, 1.40247, 0.54300], [1.29425, 0.79082, -8.46732], [-1.54375, -4.24441, -1.74127], [-4.22939, -1.53748, 3.11421], [-3.22599, 1.09016, 2.90576], [2.69740, 0.43952, -6.46223], [1.69136, 0.60322, -4.20848], [2.44489, 0.85999, 3.09616], [2.45634, -0.68264, 2.21828], [-2.59613, 0.47957, 0.24294], [-4.50359, -2.99512, -0.90085], [-8.03514, -2.62180, 1.48861], [-1.75236, -5.53273, -5.81587], [-2.20359, 1.99863, -0.61082], [2.83890, 1.35217, 5.94009], [-2.10297, 1.50426, -5.96473], [-0.70518, -3.41214, -6.53760], [-0.48043, -2.12958, -2.46263], [6.52273, 3.38214, 5.14318], [4.10178, 3.11771, 4.74805], [-1.10407, 1.32584, -8.21800], [-1.63466, 1.55234, 3.46328], [-3.14311, -2.15092, 0.98027], [6.42426, 0.13730, 7.93110], [-3.76288, 1.80996, 0.19352]], "forces_ev_per_angstrom": [[0.198, -0.228, 0.098], [-0.473, -0.090, 0.202], [-0.375, 0.169, 0.313], [0.103, -0.203, 0.057], [0.066, 0.445, -0.212], [0.177, 0.230, -0.092], [0.001, 0.032, -0.273], [-0.124, 0.319, -0.057], [-0.062, -0.488, 0.128], [0.715, -0.577, -0.142], [-0.005, -0.003, -0.024], [-0.001, -0.003, -0.008], [0.017, 0.039, -0.029], [0.212, -0.465, -0.342], [-0.020, -0.022, 0.000], [0.001, 0.009, 0.020], [-0.004, 0.006, -0.003], [-0.005, -0.005, 0.000], [0.185, 0.114, 0.098], [0.022, -0.044, 0.026], [0.012, -0.027, 0.010], [0.152, 0.174, 0.330], [-0.013, -0.007, 0.006], [0.001, 0.018, 0.006], [0.005, -0.005, -0.015], [-0.434, 0.389, 0.124], [-0.001, -0.002, -0.002], [-0.027, -0.012, -0.013], [0.005, -0.008, -0.006], [-0.001, -0.007, -0.005], [-0.117, 0.029, 0.107], [-0.067, 0.019, -0.029], [-0.003, 0.003, 0.009], [0.007, -0.014, -0.010], [0.007, -0.001, 0.008], [-0.017, -0.007, -0.024], [0.341, -0.005, -0.190], [0.001, -0.001, -0.001], [0.046, 0.027, 0.008], [-0.284, 0.045, 0.125], [0.001, 0.005, -0.006], [0.000, 0.004, -0.003], [0.000, 0.001, 0.002], [0.001, -0.011, 0.004], [-0.067, 0.029, -0.039], [0.001, -0.019, 0.004], [-0.033, -0.049, -0.001], [-0.001, 0.005, 0.007], [-0.005, 0.008, 0.012], [-0.007, -0.046, -0.007], [-0.037, 0.000, -0.020], [0.001, 0.000, 0.000], [-0.082, 0.232, 0.051], [0.002, 0.007, 0.001], [0.007, -0.006, 0.001], [-0.003, -0.004, 0.005], [0.004, -0.102, -0.037], [0.001, -0.001, 0.002], [0.034, 0.008, -0.078], [-0.060, -0.019, -0.042], [-0.108, 0.055, 0.023], [0.105, 0.020, -0.050], [0.005, -0.001, 0.000], [-0.001, 0.001, -0.001], [-0.005, 0.002, -0.001], [-0.034, -0.003, -0.009], [-0.001, 0.017, 0.018], [-0.002, -0.007, 0.000], [0.007, -0.001, 0.001], [0.007, 0.024, -0.025], [-0.001, 0.003, 0.003], [0.026, 0.005, 0.058], [-0.002, -0.003, 0.001], [0.015, 0.080, -0.052], [0.002, -0.011, -0.001], [0.002, -0.003, -0.003], [-0.011, -0.065, -0.011]], "smiles": "C[C@H]1OS(=O)(=O)O[C@]1(CC(=O)N(C)C)ON=O.c1ccccc1.c1ccccc1.c1ccccc1.c1ccccc1", "lumo_energy_ev": -1.12, "homo_lumo_gap_ha": 0.290, "energy_ev": -60874.5996}



# 3
{"formula": "C14H23I2N3O", "method": "ωB97M-V/def2-TZVPD", "elements": ["I", "I", "O", "N", "N", "N", "C", "C", "C", "C", "C", "C", "C", "C", "C", "C", "C", "C", "C", "C", "H", "H", "H", "H", "H", "H", "H", "H", "H", "H", "H", "H", "H", "H", "H", "H", "H", "H", "H", "H", "H", "H", "H"], "positions_angstrom": [[-1.50600, 0.66866, 4.60423], [-2.98970, 2.54043, -0.12920], [-3.30259, -3.12163, -3.60005], [2.61897, -1.19067, 1.53398], [-0.33862, -0.41823, -0.67747], [2.37220, 2.41677, 1.97006], [-2.41972, -0.85476, -3.21487], [1.34121, 1.33889, 2.36604], [3.67060, 2.18835, 2.77230], [-0.07863, 0.34443, 0.36460], [-2.74248, 1.79546, 1.91601], [-1.42084, 1.38328, 2.53850], [-4.13845, 1.68013, 2.82694], [-2.95568, -3.19857, -4.98241], [1.98398, -0.12633, 1.90046], [-0.09205, 1.48770, 1.58511], [5.83814, 0.49340, 2.48450], [-2.46444, -2.30926, -2.78230], [4.90631, 1.66945, 1.78302], [-1.57001, -3.76894, -5.22781], [-2.87507, -2.36059, -1.76618], [2.00247, 3.32193, 2.38621], [1.28178, 1.37951, 3.53380], [4.38422, 1.20414, 0.81752], [-3.69536, -3.85466, -5.45341], [-1.37335, -3.84367, -6.30241], [-3.07046, -2.21691, -5.45559], [-0.78850, -3.14600, -4.78737], [3.49826, 1.42004, 3.66911], [5.56694, 2.56932, 1.42487], [-4.28846, 0.62274, 3.30542], [-5.11252, 1.87926, 2.16790], [4.04241, 3.18723, 3.30165], [-1.79778, -0.27072, -2.52880], [-1.48174, -4.76640, -4.78409], [5.28621, -0.54763, 2.57455], [-2.00553, -0.74103, -4.22008], [-4.13082, 2.55213, 3.64226], [6.77822, 0.33731, 1.79292], [-3.42808, -0.42658, -3.22674], [-1.45946, -2.73824, -2.72772], [-0.15259, 2.54928, 1.04450], [6.10694, 0.87101, 3.56001]], "forces_ev_per_angstrom": [[0.453, 0.512, -1.735], [0.399, -0.665, 1.754], [-0.122, -0.107, -0.146], [-5.763, 9.516, 3.367], [2.668, 7.174, 10.018], [-0.424, -0.014, 2.078], [-0.021, 0.212, -0.140], [1.190, -0.881, -0.308], [1.513, -0.195, 0.466], [-3.265, -4.491, -7.359], [2.498, -1.791, 3.644], [-3.913, 1.548, -3.811], [-0.372, 0.898, -0.801], [-0.021, -0.005, 0.203], [4.692, -6.348, -1.938], [0.189, -0.405, -0.450], [-0.395, 0.534, -0.357], [-0.032, 0.079, 0.062], [-0.841, -1.037, -0.335], [0.168, -0.047, 0.058], [-0.043, -0.156, -0.276], [0.207, -1.483, -0.856], [-0.419, -0.663, -2.156], [1.161, 1.076, 2.084], [-0.017, 0.089, 0.272], [-0.051, -0.002, 0.131], [0.102, 0.006, 0.006], [-0.030, 0.016, -0.093], [0.374, 1.427, -1.978], [-1.305, -1.704, 0.851], [0.642, 2.104, -0.839], [2.395, -0.403, 1.194], [-1.072, -1.970, -1.257], [-0.145, -0.174, -0.134], [-0.050, 0.117, -0.089], [0.923, 2.319, -0.240], [0.050, 0.001, 0.072], [0.145, -2.122, -1.645], [-1.723, 0.337, 1.680], [0.083, -0.082, 0.028], [0.050, 0.085, -0.039], [0.254, -2.431, 1.077], [-0.129, -0.873, -2.062]], "smiles": "CCCN[C@H](C#N)[C@@H](C#N)/C(I)=C(/C)I.CCOCC", "lumo_energy_ev": -0.90, "homo_lumo_gap_ha": 0.306, "energy_ev": -37600.4641}



# 4
{"formula": "C11H23B3Br2O8", "method": "ωB97M-V/def2-TZVPD", "elements": ["Br", "Br", "O", "O", "O", "O", "O", "O", "O", "O", "C", "C", "C", "C", "C", "C", "C", "C", "C", "C", "C", "B", "B", "B", "H", "H", "H", "H", "H", "H", "H", "H", "H", "H", "H", "H", "H", "H", "H", "H", "H", "H", "H", "H", "H", "H", "H"], "positions_angstrom": [[-3.00794, -1.86443, -6.80648], [-0.40923, -2.50702, -4.87573], [2.38749, 1.26257, 1.93791], [-3.27776, 1.07942, -0.29630], [-2.63286, -1.73258, -0.89654], [1.44136, 0.10269, -4.22653], [-0.63220, 1.48106, -3.78905], [1.14038, 1.22802, -2.04422], [-1.35982, -0.10370, 0.21351], [3.14693, -0.12032, 6.07794], [-1.31356, 2.12019, -1.31379], [2.26260, -0.59298, 7.08727], [-3.13551, -0.35957, -4.32408], [-0.16778, -2.02616, -1.16754], [-2.28601, -0.32032, -5.71566], [-1.49214, -1.27834, -0.60925], [1.66732, 0.69053, 3.02489], [1.05394, 0.31611, 7.19248], [-2.02855, 0.98635, -0.44819], [-0.71821, -0.62063, -5.51810], [1.29435, -0.74290, 2.70593], [1.89388, 1.11633, -3.29324], [0.02351, 0.38047, -4.45426], [-0.23163, 1.58063, -2.39433], [2.79532, 1.81482, -3.58998], [0.77359, 1.29533, 3.21212], [0.52477, 0.36272, 6.23695], [-0.54502, -2.88301, -1.84192], [1.95631, -1.60649, 6.82013], [1.35832, 1.33769, 7.43862], [0.74489, -1.19720, 3.53419], [0.36349, -0.03949, 7.96105], [0.46647, -2.41941, -0.29169], [-0.23574, -0.56909, -6.56486], [0.67527, -0.78934, 1.80499], [0.40882, -1.25185, -1.80286], [-4.21530, -0.61802, -4.64347], [2.30257, 0.73141, 3.91123], [1.81537, 1.23024, 1.15930], [-0.84541, 2.87061, -0.58009], [-2.70019, -1.17133, -3.64747], [2.19022, -1.33756, 2.50842], [2.80380, -0.63497, 8.03778], [3.42081, 0.77297, 6.32521], [-2.13442, 2.66684, -1.90099], [-3.09499, 0.69132, -3.87302], [-2.44751, 0.66839, -6.28028]], "forces_ev_per_angstrom": [[0.121, 1.167, 0.023], [0.052, 1.156, -0.189], [0.094, 0.198, -0.127], [5.352, -0.431, -0.570], [4.810, 2.245, 1.248], [-2.304, 2.995, 1.386], [1.628, -2.003, 1.330], [-1.542, 0.970, -2.997], [0.375, 0.408, -2.642], [0.150, -0.051, -0.122], [0.248, -0.263, 0.281], [-0.005, 0.396, 0.057], [0.096, 0.295, -1.521], [-0.820, 0.831, 0.316], [0.115, -0.598, 1.359], [-3.210, -2.916, -1.380], [-0.111, -0.092, -0.288], [-0.164, -0.021, 0.015], [-5.530, 0.999, 0.660], [-0.789, 0.960, -0.913], [0.000, -0.191, 0.060], [-1.382, -1.973, 0.481], [1.221, -0.555, -0.269], [1.180, -0.142, -0.201], [0.196, 0.014, 0.296], [-0.077, -0.078, 0.156], [0.026, -0.088, 0.075], [0.637, 1.508, 1.279], [0.171, 0.087, -0.099], [-0.014, -0.069, 0.101], [-0.004, -0.028, -0.072], [0.008, 0.082, -0.030], [-0.902, 0.757, -1.412], [-0.546, -0.186, 1.771], [-0.097, 0.059, 0.116], [-0.679, -1.378, 1.158], [1.761, 0.469, 0.911], [0.022, 0.043, -0.191], [0.160, -0.013, 0.142], [-0.525, -1.186, -1.006], [-0.774, 1.216, -0.840], [-0.015, 0.085, 0.137], [-0.136, -0.128, 0.086], [-0.025, -0.212, -0.068], [1.022, -0.984, 1.156], [-0.084, -1.649, -0.375], [0.290, -1.708, 0.714]], "smiles": "CC(=O)OC(=O)CB1OBOB([C@@H](Br)[C@H](C)Br)O1.CCO.CCO", "lumo_energy_ev": -0.04, "homo_lumo_gap_ha": 0.361, "energy_ev": -170278.3635}



# 5
{"formula": "Cl3O2P", "method": "ωB97M-V/def2-TZVPD", "elements": ["Cl", "Cl", "Cl", "P", "O", "O"], "positions_angstrom": [[-2.02304, 1.43657, 0.06376], [2.36109, 1.11786, 0.27331], [0.03335, -2.32254, 0.15516], [-0.26207, -0.42566, 0.76388], [-1.55113, -0.10889, -0.21357], [0.93676, 0.53122, -0.49117]], "forces_ev_per_angstrom": [[-0.620, 1.432, 0.143], [-0.965, -0.474, -0.316], [-0.024, 0.099, -0.089], [2.077, 1.656, -2.074], [0.560, -1.440, 0.012], [-1.028, -1.273, 2.324]], "de_lowest_kj_mol": 307.5, "lumo_energy_ev": -0.41, "homo_lumo_gap_ha": 0.362, "energy_ev": -50948.4436}



# 6
{"formula": "C10H13FO", "method": "ωB97M-V/def2-TZVPD", "elements": ["F", "O", "C", "C", "C", "C", "C", "C", "C", "C", "C", "C", "H", "H", "H", "H", "H", "H", "H", "H", "H", "H", "H", "H", "H"], "positions_angstrom": [[-3.27130, 2.08216, -0.87911], [-1.30379, 3.08266, -1.03324], [-1.18429, 0.66898, -0.27061], [0.95106, 0.78185, -1.62569], [0.35606, 0.65055, -0.18329], [-0.57139, -0.78226, 1.47240], [-1.77081, -0.14655, 0.86545], [-1.82164, -0.68530, -0.58323], [-1.87975, 2.08801, -0.77341], [0.30241, -0.82750, 0.17902], [0.99134, 1.60887, 0.89162], [-0.65095, -1.55921, -0.72145], [0.32773, 0.48670, -2.43605], [-2.71471, -0.89016, -1.25632], [1.22198, -1.51688, 0.20373], [-0.61381, -1.82780, 1.91078], [0.46155, 2.46858, 1.23500], [-0.36271, -0.19031, 2.35157], [-0.59136, -2.63606, -0.52502], [-0.33328, -1.41975, -1.79373], [1.77544, 0.08476, -1.70984], [1.95274, 2.00371, 0.53520], [1.19211, 1.82508, -1.78666], [-2.56182, -0.05605, 1.54319], [1.18089, 1.01085, 1.77876]], "forces_ev_per_angstrom": [[1.325, -0.580, 0.266], [0.054, -0.293, 0.052], [-2.734, 4.147, -0.530], [0.245, 0.523, 1.380], [-0.922, -0.172, -1.908], [0.821, -2.140, 0.797], [0.117, -1.558, -1.685], [-1.829, 0.192, 0.292], [0.380, -2.142, 0.827], [2.409, -1.767, 2.519], [0.836, -1.408, -0.795], [1.621, 0.028, -2.707], [-1.108, -0.142, -0.350], [1.042, 0.912, 1.289], [-0.656, 1.762, 0.433], [-0.777, 0.916, -0.743], [-1.017, 0.482, -0.259], [1.133, 0.398, -0.032], [-0.885, 0.250, 0.223], [0.077, -0.550, 0.851], [0.755, 0.369, 0.071], [-0.175, -0.306, -0.033], [0.524, 0.049, -0.235], [-1.502, 0.978, 0.196], [0.266, 0.052, 0.081]], "smiles": "CC1(C)[C@H]2C[C@@H]3[C@H](C2)[C@@]31C(=O)F", "de_lowest_kj_mol": 18.8, "lumo_energy_ev": 0.80, "homo_lumo_gap_ha": 0.395, "energy_ev": -15344.0117}